[1]
This record from the Open Molecules 2025 dataset describes 2 unconnected molecules or ions with the total composition C2H3Cl2N. The level of theory is ωB97M-V/def2-TZVPD.

The geometry in XYZ format:
```
8
C2H3Cl2N (ωB97M-V/def2-TZVPD)
C 0.58699 -1.38673 -0.60554
C -0.30288 1.17822 0.17567
N -1.05482 1.84810 0.92604
Cl 0.14770 -2.51736 0.65546
Cl 0.94935 1.91400 -0.71548
H 1.41145 -0.79726 -0.32084
H -0.01977 -1.48946 -1.41499
H -1.71803 1.25049 1.29970
```

Output
* energy relative to the best compared isomer or geometry (same formula, charge and spin): 83.73 kcal/mol
* LUMO (alpha / beta): -1.2 / -0.2 eV
* charge: 0
* HOMO level (alpha / beta): -8.7 / -9.3 eV
* frontier orbital gap (alpha / beta): 7.44 / 9.09 eV

[2]
This record from the Open Molecules 2025 dataset describes a molecular structure, C15H33ClIO5PSSi2. The level of theory is ωB97M-V/def2-TZVPD.

The geometry in XYZ format:
```
59
C15H33ClIO5PSSi2 (ωB97M-V/def2-TZVPD)
C -1.71442 -0.23138 2.03566
C -2.14782 -0.27679 0.75664
Si -1.18344 -1.08595 -0.56832
I -0.03826 0.80539 -1.61705
O -0.03641 -2.04995 0.07798
C 0.89198 -2.76657 -0.74926
C 1.72529 -3.67464 0.13442
O -2.01893 -1.79945 -1.79017
Si -2.96404 -3.15732 -1.69228
C -4.78406 -2.75211 -1.60824
C -5.25445 -1.85782 -0.44920
C -4.96511 -2.43226 0.92665
S -5.76754 -1.38817 2.19218
P -2.29590 -4.55876 0.02090
O -1.18555 -5.42480 -0.85484
Cl -3.93746 -5.83866 -0.00856
H -1.60649 0.72572 2.54474
H -1.47595 -1.11479 2.62231
H -3.02877 0.30739 0.48906
H 1.53983 -2.04547 -1.25459
H 0.36258 -3.36126 -1.49692
H 2.65477 -3.94856 -0.36380
H 1.17382 -4.58319 0.37498
H 1.95636 -3.16734 1.07099
H -2.75588 -3.92129 -2.94365
H -5.07463 -2.28038 -2.55078
H -5.31527 -3.70864 -1.56668
H -4.84870 -0.85081 -0.56414
H -6.34020 -1.74729 -0.53507
H -5.39918 -3.42821 0.99841
H -3.89987 -2.47211 1.15766
H -4.83695 -1.50227 3.14718
H -1.37152 -6.36710 -0.85614
C 3.40967 5.18290 -1.12726
C 4.01595 3.99405 -1.87047
C 2.76558 3.24669 -2.31735
O 1.75599 4.23368 -2.52169
C 2.18178 5.48298 -1.97848
H 4.08057 6.03635 -1.03971
H 3.10753 4.88124 -0.12116
H 4.58207 4.34113 -2.73752
H 4.67601 3.38153 -1.25679
H 2.42573 2.55474 -1.53957
H 2.90944 2.68471 -3.24126
H 2.43022 6.16082 -2.80257
H 1.36075 5.91956 -1.40859
C 3.39225 2.49686 2.44105
C 3.37065 1.26940 1.53184
C 2.02293 0.65312 1.87972
O 1.16335 1.73846 2.23426
C 1.93092 2.92959 2.40356
H 4.07114 3.28125 2.10735
H 3.67704 2.20817 3.45509
H 3.38171 1.58098 0.48397
H 4.20173 0.58407 1.69263
H 2.10042 -0.02432 2.73781
H 1.58201 0.10818 1.04535
H 1.73756 3.59499 1.55387
H 1.60921 3.43366 3.31585
```

Output
* LUMO: 0.2 eV
* charge: 0
* HOMO level: -8.7 eV
* frontier orbital gap: 8.83 eV

[3]
This record from the Open Molecules 2025 dataset describes 2 unconnected molecules or ions with the total composition ClFH4Si2. The level of theory is ωB97M-V/def2-TZVPD.

The geometry in XYZ format:
```
8
ClFH4Si2 (ωB97M-V/def2-TZVPD)
F -0.82896 1.27182 -0.84484
Si -1.70310 0.73891 0.41429
Si 1.52668 -0.54723 -0.37408
Cl -2.32128 -1.04651 -0.16629
H -2.99436 1.59392 0.05606
H -1.24805 1.05250 1.75793
H 1.37322 -2.15177 -0.50210
H 2.92546 -0.56492 -0.93836
```

Output
* energy relative to the best compared isomer or geometry (same formula, charge and spin): 46.52 kcal/mol
* LUMO: -1.2 eV
* charge: 0
* HOMO level: -9.0 eV
* frontier orbital gap: 7.80 eV

[4]
This record from the Open Molecules 2025 dataset describes C4H10NO2P in the gas phase. The level of theory is ωB97M-V/def2-TZVPD.

The geometry in XYZ format:
```
18
C4H10NO2P (ωB97M-V/def2-TZVPD)
C 0.68553 -1.07166 0.42756
C -0.39592 -1.90522 -0.21538
C -0.46135 1.12394 0.61087
C 1.74744 1.06953 -0.41203
N 0.55233 0.32619 -0.00938
O -3.29030 0.76060 0.32392
O -1.66685 -1.34826 0.06228
P -1.97318 0.38789 -0.25489
H 0.66972 -1.09217 1.48222
H 1.62516 -1.61277 0.29303
H -0.11365 -1.90483 -1.27828
H -0.32871 -2.90914 0.18706
H -0.45945 1.42311 1.71025
H -0.40711 2.09744 0.08236
H 2.13375 1.36181 0.51828
H 2.42022 0.44733 -0.96816
H 1.42283 1.92069 -1.04859
H -2.16047 0.92550 -1.51114
```

Output
* energy relative to the best compared isomer or geometry (same formula, charge and spin): 52.50 kcal/mol
* LUMO (alpha / beta): 0.4 / -3.2 eV
* ⟨S²⟩: 2.0080
* charge: 0
* HOMO level (alpha / beta): -3.6 / -9.2 eV
* multiplicity: 3
* frontier orbital gap (alpha / beta): 4.03 / 6.06 eV

[5]
This record from the Open Molecules 2025 dataset describes a molecular structure, C28H27BF5GeN4O2PtS3Sb. The level of theory is ωB97M-V/def2-TZVPD.

The geometry in XYZ format:
```
73
C28H27BF5GeN4O2PtS3Sb (ωB97M-V/def2-TZVPD)
Pt 1.29448 0.76194 1.31145
S -2.18902 3.38934 1.86285
Sb -0.61332 3.83544 0.11175
S 1.23198 3.11864 1.55955
S -0.47722 0.64354 -0.62165
C -3.30442 -2.87666 -0.89385
C -3.79502 -1.49256 -0.44895
C -5.22722 -1.28396 -0.92385
O -2.92352 -0.54346 -1.07215
B -1.95322 -0.23016 -0.16125
O -2.23082 -0.69336 1.09205
C -3.55502 -1.23166 1.07645
C -4.48192 -0.15676 1.65065
C -3.61372 -2.48236 1.94735
H -3.28692 -2.89616 -1.98215
H -3.95732 -3.66406 -0.52715
H -2.28772 -3.03986 -0.54125
H -5.28002 -1.50316 -1.98665
H -5.54712 -0.25906 -0.77295
H -5.89572 -1.95576 -0.39095
H -4.44622 0.73994 1.03695
H -4.13022 0.11294 2.64295
H -5.50112 -0.52366 1.71915
H -2.82862 -3.18226 1.68035
H -4.57802 -2.97066 1.83505
H -3.48172 -2.19756 2.98755
C 3.86718 1.20514 3.27235
Ge 2.38598 0.29194 4.24555
C 2.78398 -1.65696 4.37425
C 2.27338 1.06894 6.08945
C 0.66918 0.58424 3.28085
H 4.84678 0.96064 3.67545
H 3.73598 2.28314 3.31825
H 3.84168 0.91294 2.22065
H 3.60528 -1.84406 5.05855
H 3.05178 -2.05416 3.40085
H 1.91538 -2.20166 4.72995
H 3.20368 0.91934 6.62845
H 1.47388 0.60804 6.66005
H 2.08078 2.13564 6.02885
H 0.18708 1.51394 3.58675
H -0.02192 -0.23826 3.43565
F 1.43698 3.14044 -2.03065
C 1.35268 2.74544 -3.32275
C 0.88798 3.65704 -4.23275
F 0.51368 4.86784 -3.77735
C 0.79948 3.37134 -5.61875
C 1.13528 2.03594 -5.96425
C 1.55818 1.11194 -5.04325
F 1.85668 -0.12836 -5.46885
C 1.72388 1.42654 -3.67315
C 2.22308 0.50534 -2.72315
C 2.48428 0.84054 -1.41225
N 2.78628 1.02594 -0.30535
C 2.47398 -0.85176 -2.97135
N 2.70348 -1.97206 -3.08645
F 1.04838 1.65704 -7.25205
C 0.44568 4.34114 -6.57855
C 0.20088 5.68394 -6.27185
N 0.01118 6.80724 -6.10635
C 0.37998 4.09154 -7.95325
N 0.32358 3.96844 -9.09665
F 1.67388 -5.36146 0.53975
C 1.59548 -4.02716 0.77445
C 2.65598 -3.21356 0.43035
C 2.56178 -1.85226 0.67715
C 1.41768 -1.29216 1.24825
C 0.37998 -2.15326 1.59985
C 0.45958 -3.51746 1.37155
H 3.53238 -3.63586 -0.03585
H 3.40738 -1.23426 0.40275
H -0.52502 -1.76196 2.03765
H -0.34572 -4.18336 1.64625
```

Output
* energy relative to the best compared isomer or geometry (same formula, charge and spin): 50.91 kcal/mol
* LUMO (alpha / beta): -0.6 / -0.7 eV
* ⟨S²⟩: 0.8012
* charge: -1
* HOMO level (alpha / beta): -5.2 / -5.2 eV
* multiplicity: 2
* frontier orbital gap (alpha / beta): 4.61 / 4.53 eV

[6]
This record from the Open Molecules 2025 dataset describes C17H27N5O5 in the gas phase. The level of theory is ωB97M-V/def2-TZVPD.

The geometry in XYZ format:
```
54
C17H27N5O5 (ωB97M-V/def2-TZVPD)
C -0.12928 -1.20963 -1.38728
C -0.49893 -2.45905 -0.67054
N -1.78816 -2.86639 -0.86006
C -2.37292 -3.97396 -0.27930
O -3.52161 -4.27672 -0.47904
N -1.52006 -4.67083 0.53469
C -0.18965 -4.37911 0.81289
O 0.43931 -5.09504 1.55797
C 0.33030 -3.17966 0.14329
C 1.71421 -2.90168 0.44037
N 2.41105 -1.95967 -0.06842
N 3.69377 -1.84570 0.31172
C 4.56857 -0.90420 -0.16319
O 5.70259 -0.87814 0.25771
C 4.01636 0.05075 -1.19332
C 3.70500 1.41264 -0.55917
C 2.73021 1.29304 0.61205
C 2.16469 2.63822 1.07182
C 1.24431 3.31034 0.04565
N 0.14619 2.46368 -0.35773
C -1.07971 2.55342 0.20733
O -1.43208 3.44712 0.93451
O -1.83929 1.50711 -0.20085
C -3.24211 1.44988 0.16817
C -3.98345 2.65604 -0.40646
C -3.39529 1.38002 1.68667
C -3.75119 0.15673 -0.47276
H 0.92114 -0.99732 -1.22408
H -0.74437 -0.38655 -1.01840
H -0.31952 -1.32038 -2.45434
H -2.38915 -2.32184 -1.46624
H -1.89985 -5.49548 0.98687
H 2.15190 -3.60003 1.15985
H 4.06932 -2.50494 0.99932
H 4.77813 0.18401 -1.96280
H 3.11957 -0.37443 -1.64088
H 3.28947 2.05789 -1.33445
H 4.63509 1.86289 -0.20903
H 1.90841 0.62616 0.34362
H 3.25102 0.83386 1.45493
H 2.98335 3.32268 1.29841
H 1.59369 2.48125 1.98875
H 0.80202 4.20454 0.48948
H 1.80332 3.60230 -0.84669
H 0.35709 1.64330 -0.90157
H -3.60357 3.57267 0.03562
H -3.84656 2.70168 -1.48501
H -5.04397 2.57261 -0.18751
H -3.05147 2.30421 2.14169
H -2.81044 0.55319 2.08533
H -4.44032 1.22637 1.93988
H -3.52998 0.15706 -1.53771
H -3.28151 -0.70373 -0.00285
H -4.82563 0.07878 -0.33890
```

Output
* energy relative to the best compared isomer or geometry (same formula, charge and spin): 3.69 kcal/mol
* LUMO: -0.1 eV
* SMILES: Cc1[nH]c(=O)[nH]c(=O)c1/C=N/NC(=O)CCCCCNC(=O)OC(C)(C)C
* charge: 0
* HOMO level: -8.6 eV
* frontier orbital gap: 8.54 eV

[7]
This record from the Open Molecules 2025 dataset describes a molecular structure, C6H14O3. The level of theory is ωB97M-V/def2-TZVPD.

The geometry in XYZ format:
```
23
C6H14O3 (ωB97M-V/def2-TZVPD)
C -1.80191 0.51959 -1.11940
C 0.52377 -0.01679 -0.14414
C -0.62195 0.40924 0.54816
C 1.30066 -0.40595 1.68606
C 1.40098 0.95508 -0.86912
C 1.74870 -1.84760 1.68285
O -1.30021 1.04491 -2.30385
O -2.92682 1.31587 -0.79653
O -2.18355 -0.80977 -1.29717
H -1.90252 1.73661 -2.62108
H -3.43190 0.85788 -0.11610
H -2.68499 -0.88757 -2.12842
H 0.43700 -0.99017 -0.62018
H -1.20318 -0.33708 1.07631
H -0.63536 1.42827 0.91834
H 2.12270 0.30728 1.66948
H 0.70748 -0.17033 2.56910
H 0.98985 1.12768 -1.86425
H 2.40594 0.54918 -0.98603
H 1.46414 1.90668 -0.34203
H 2.41691 -2.05466 0.84539
H 2.27970 -2.11286 2.60356
H 0.89456 -2.52552 1.60903
```

Output
* energy relative to the best compared isomer or geometry (same formula, charge and spin): 91.93 kcal/mol
* LUMO: 0.7 eV
* charge: 0
* HOMO level: -7.4 eV
* frontier orbital gap: 8.06 eV

Which value of charge does entry 6 give?
0

charge of number 3 (ClFH4Si2)?
0